Below is a 2-piece molecular cluster, C2H7OS overall, with properties calculated with the ωB97M-V functional and the def2-TZVPD basis.

XYZ file:
```
11
Properties=species:S:1:pos:R:3:forces:R:3
S -1.913590 0.986493 -0.863760 -0.25 0.12 -0.03
H -0.956586 0.877904 -1.794741 0.07 -0.03 -0.02
C 1.170401 -0.231787 0.194686 1.47 -1.11 0.03
O 0.144557 -1.212828 0.272722 -0.43 0.74 0.14
C 2.239413 -0.518840 1.250649 -0.77 -0.01 0.06
H 0.889505 0.820398 0.188324 -0.62 -0.10 0.29
H 1.688806 -0.398962 -0.743002 -0.07 0.05 -0.56
H -0.679086 -0.753963 0.482800 0.06 -0.14 -0.03
H 2.517819 -1.570678 1.242433 0.03 -0.04 -0.24
H 1.874109 -0.315429 2.251074 0.00 0.23 0.23
H 3.101848 0.083893 1.027922 0.52 0.28 0.12
```
Forces are in eV/Å.

LUMO (alpha / beta)	0.82 / -2.81	eV
DFT total energy	-15068.3066	eV
F_max	1.8	eV/Å
multiplicity	2
frontier orbital gap (alpha / beta)	10.865 / 7.068	eV
HOMO (alpha / beta)	-10.0 / -9.9	eV

***

Below is a 3-piece molecular cluster, C2H7OS2 overall, with properties calculated with the ωB97M-V functional and the def2-TZVPD basis.

XYZ file:
```
12
Properties=species:S:1:pos:R:3:forces:R:3
C 1.888482 0.477598 0.578883 0.06 0.60 -0.25
O 3.063424 0.200783 0.591546 0.22 -0.24 0.09
H 1.328696 0.742656 1.485614 -0.15 -0.22 0.07
H 1.136985 1.527259 -2.743918 0.00 -0.04 -0.03
H 1.334739 0.579747 -0.367648 -0.15 -0.15 0.10
C -1.688165 -1.314198 0.552082 0.16 -0.08 -0.22
S -1.543242 0.202064 -0.421221 -0.05 0.03 0.05
S -1.414936 1.661462 1.040945 0.05 -0.04 -0.07
H -1.899103 -2.147483 -0.121646 -0.04 -0.01 -0.08
H -0.763045 -1.528833 1.079653 0.14 0.02 0.14
H -2.488015 -1.219657 1.273712 -0.24 0.06 0.18
H 1.044178 0.818598 -2.948003 0.00 0.06 0.02
```
Forces are in eV/Å.

LUMO	3.69	eV
DFT total energy	-25905.3530	eV
F_max	0.7	eV/Å
multiplicity	1
frontier orbital gap	6.114	eV
HOMO	-2.4	eV
net charge	-1

***

Below is a 3-piece molecular cluster, C2H7OS2 overall, with properties calculated with the ωB97M-V functional and the def2-TZVPD basis.

XYZ file:
```
12
Properties=species:S:1:pos:R:3:forces:R:3
C 2.066501 1.135937 0.933714 -0.67 0.46 -2.46
O 2.579431 1.902233 1.701067 0.11 -0.34 0.48
H 2.596274 0.729203 0.020317 0.56 -0.10 0.82
H -0.507614 2.986086 -2.868682 0.02 -0.25 -0.08
H 0.984027 0.947273 0.769934 -0.12 -0.03 1.18
C -0.994372 -2.576213 0.316000 -1.03 2.31 0.41
S -1.417192 -0.974320 -0.638370 0.92 0.08 0.28
S -1.726726 0.507491 0.847521 0.17 -0.86 -0.49
H -0.675782 -3.366789 -0.361983 -0.19 0.05 0.14
H -0.313387 -2.349904 1.159221 -0.10 -0.20 -0.71
H -2.012725 -2.602967 0.710477 0.33 -1.36 0.34
H -0.578433 3.661966 -2.589213 -0.02 0.24 0.09
```
Forces are in eV/Å.

LUMO	3.67	eV
DFT total energy	-25904.6625	eV
F_max	2.6	eV/Å
multiplicity	1
frontier orbital gap	6.114	eV
HOMO	-2.4	eV
net charge	-1

***

Below is a 2-piece molecular cluster, C2H7P overall, with properties calculated with the ωB97M-V functional and the def2-TZVPD basis.

XYZ file:
```
10
Properties=species:S:1:pos:R:3:forces:R:3
C -0.154591 -0.535483 -1.773243 2.00 -3.37 3.98
C -0.193990 0.996139 0.596395 1.13 -0.72 0.11
P -0.174191 -0.023751 2.042514 0.14 0.32 0.92
H -0.775003 0.147242 -2.182603 -2.09 1.86 -1.14
H 0.891907 -0.534361 -2.046992 -0.08 -0.02 -0.15
H -0.376814 -1.112202 -0.756716 0.18 1.29 -2.79
H -1.138562 0.907635 0.152888 -1.06 0.68 -0.99
H 0.699693 1.258318 0.029748 -0.45 0.38 0.17
H 1.157625 0.195901 2.440991 0.14 -0.16 0.06
H 0.063926 -1.299439 1.497018 0.10 -0.25 -0.17
```
Forces are in eV/Å.

LUMO (alpha / beta)	-0.38 / 0.12	eV
DFT total energy	-11471.2301	eV
F_max	5.6	eV/Å
multiplicity	1
frontier orbital gap (alpha / beta)	8.585 / 8.687	eV
HOMO (alpha / beta)	-9.0 / -8.6	eV

***

Below is C2H7PS as an isolated structure, with properties calculated with the ωB97M-V functional and the def2-TZVPD basis.

XYZ file:
```
11
Properties=species:S:1:pos:R:3:forces:R:3
C 0.973032 0.533565 -0.460576 -0.61 0.19 -2.19
C 0.759565 -0.043691 0.871275 0.27 -3.07 1.31
P -2.377816 -0.493786 -0.033354 -0.30 1.40 0.34
S -0.980368 0.189104 1.408169 -0.04 -0.85 0.26
H 2.064570 0.633144 -0.585646 -0.61 0.49 -0.63
H 0.549244 -0.164211 -1.203286 0.82 -0.40 0.14
H 0.277159 1.365556 -0.795799 1.48 0.05 1.21
H 1.242088 0.478469 1.724456 0.15 -0.38 -0.72
H 1.246417 -1.297199 0.823953 -1.81 3.76 0.53
H -2.006554 0.335815 -1.123072 -0.15 0.11 0.03
H -1.747332 -1.536768 -0.626116 0.80 -1.32 -0.28
```
Forces are in eV/Å.

LUMO	0.95	eV
DFT total energy	-22310.0730	eV
F_max	4.2	eV/Å
multiplicity	1
frontier orbital gap	9.966	eV
HOMO	-9.0	eV

***

Below is an isolated molecule of C2H7PS, with properties calculated with the ωB97M-V functional and the def2-TZVPD basis.

XYZ file:
```
11
Properties=species:S:1:pos:R:3:forces:R:3
C -0.309745 -1.554053 -0.082552 -0.19 0.60 -0.36
C -0.462955 -0.058603 0.327913 0.37 -0.98 -0.90
P 0.726687 1.206631 -0.131329 0.11 0.41 2.03
S -2.145444 0.404731 -0.049210 -0.15 0.26 0.47
H -0.997931 -1.782059 -0.933412 0.83 0.01 0.30
H 0.702876 -1.813977 -0.367609 0.22 -0.01 -0.06
H -0.606834 -2.251982 0.703163 -0.04 0.37 0.30
H 1.976978 1.088549 0.599002 -1.12 -0.48 -0.16
H 1.386604 2.045416 -1.052163 0.02 -0.01 -1.30
H 0.105453 2.330367 0.486991 0.20 -0.45 -0.13
H -2.465888 -0.776755 -0.595280 -0.25 0.30 -0.19
```
Forces are in eV/Å.

LUMO	0.51	eV
DFT total energy	-22307.9896	eV
SMILES	CC(=[PH3])S
F_max	2.1	eV/Å
multiplicity	1
frontier orbital gap	7.727	eV
HOMO	-7.2	eV

***

Below is a 2-piece molecular cluster, C2H7S overall, with properties calculated with the ωB97M-V functional and the def2-TZVPD basis.

XYZ file:
```
10
Properties=species:S:1:pos:R:3:forces:R:3
S -0.652383 -0.381773 -4.475874 0.01 -0.13 0.13
H -0.738087 0.610345 -5.368624 -0.01 0.13 -0.10
C 0.734752 0.490286 1.258430 -0.33 0.14 0.30
C -0.369842 -0.560105 1.216287 -0.07 0.06 -0.44
H 1.016872 0.743111 2.281127 0.11 -0.14 0.10
H 0.382829 1.423577 0.826414 0.07 0.03 -0.31
H 1.613039 0.155514 0.716133 0.14 0.04 -0.02
H -1.345813 -0.137937 1.453687 0.01 0.04 0.20
H -0.464598 -0.953085 0.201900 0.02 -0.06 0.06
H -0.176769 -1.389934 1.890518 0.04 -0.12 0.07
```
Forces are in eV/Å.

LUMO	3.62	eV
DFT total energy	-13023.4859	eV
F_max	0.5	eV/Å
multiplicity	1
frontier orbital gap	5.912	eV
HOMO	-2.3	eV
net charge	-1

***

Below is a 2-piece molecular cluster, C2H7S2 overall, with properties calculated with the ωB97M-V functional and the def2-TZVPD basis.

XYZ file:
```
11
Properties=species:S:1:pos:R:3:forces:R:3
S -2.848295 0.259332 0.726171 -0.01 0.09 0.00
H -2.823060 0.544470 2.039117 0.00 0.01 0.00
C 0.873235 0.959694 -1.191160 -0.55 0.43 -0.18
S 1.190567 -0.798308 -1.045452 0.28 -0.32 0.14
C 0.455230 -1.174860 0.582300 0.40 0.17 -0.65
H 1.752230 1.605074 -1.181134 0.12 -0.23 0.12
H 0.319567 1.137539 -2.111359 0.12 0.01 -0.16
H 0.179894 1.253625 -0.408193 0.01 0.05 0.20
H -0.368424 -0.478360 0.728891 -0.25 -0.16 0.21
H 1.200274 -1.126125 1.369025 0.07 0.07 0.14
H 0.068783 -2.182086 0.491798 -0.17 -0.13 0.16
```
Forces are in eV/Å.

LUMO	3.36	eV
DFT total energy	-23858.8308	eV
F_max	0.8	eV/Å
multiplicity	1
frontier orbital gap	6.050	eV
HOMO	-2.7	eV
net charge	-1

***

Below is a 2-piece molecular cluster, C2H7S2 overall, with properties calculated with the ωB97M-V functional and the def2-TZVPD basis.

XYZ file:
```
11
Properties=species:S:1:pos:R:3:forces:R:3
S -0.485280 -2.858127 -2.048562 0.88 0.39 -0.12
H 0.810800 -2.557283 -2.429754 -0.88 -0.19 0.26
C 0.800595 1.126881 0.776594 0.34 0.97 -0.22
C -0.447179 0.269954 0.821776 -0.63 0.76 -0.22
S -1.567041 0.532693 -0.591655 0.34 -0.40 -0.43
H 0.579069 2.169294 0.536381 -0.58 0.07 0.03
H 1.483458 0.889506 -0.044446 0.07 -0.59 0.36
H 1.307418 1.225177 1.745461 0.18 -0.60 -0.17
H -0.252929 -0.796295 0.840346 0.08 -0.09 0.29
H -1.098319 0.598224 1.633596 0.41 -0.38 0.46
H -1.130596 -0.600028 -1.239742 -0.22 0.06 -0.24
```
Forces are in eV/Å.

LUMO	3.56	eV
DFT total energy	-23858.9825	eV
F_max	1.1	eV/Å
multiplicity	1
frontier orbital gap	6.441	eV
HOMO	-2.9	eV
net charge	-1

***

Below is a 2-piece molecular cluster, C2H7S2 overall, with properties calculated with the ωB97M-V functional and the def2-TZVPD basis.

XYZ file:
```
11
Properties=species:S:1:pos:R:3:forces:R:3
S -0.705266 -2.172491 0.121420 -0.06 -0.16 -0.08
H -1.856635 -2.133102 -0.569495 0.01 0.00 -0.01
C -0.516214 1.191112 1.476235 0.01 -0.03 0.43
C 0.315784 1.905061 0.435638 0.28 -0.63 -1.37
S 0.929946 0.822687 -0.952113 0.04 -0.22 0.00
H 0.112005 0.945825 2.329972 0.03 -0.15 0.12
H -0.955145 0.250777 1.138542 0.10 0.07 -0.20
H -1.321647 1.819284 1.846588 -0.14 0.25 0.06
H -0.203575 2.684987 -0.112904 -0.30 0.19 0.34
H 1.236936 2.324187 0.821040 -0.01 0.22 0.36
H 0.248378 -0.397735 -0.743143 0.05 0.46 0.34
```
Forces are in eV/Å.

LUMO	3.73	eV
DFT total energy	-23858.9312	eV
F_max	1.5	eV/Å
multiplicity	1
frontier orbital gap	6.744	eV
HOMO	-3.0	eV
net charge	-1